1.
Formula: C4H8S2
Source: the OMol25 dataset
Level of theory: wB97M-V/def2-TZVPD

The geometry in XYZ format:
```
14
Properties=species:S:1:pos:R:3
H 1.33849 1.64854 1.76107
H 0.26344 2.35169 0.36356
H -1.80726 -1.94769 1.10947
C 0.73780 0.37130 0.21965
H 1.98613 2.15157 0.20730
S 1.76825 -0.62389 -0.62951
S -1.85408 0.51405 -0.58363
C -0.77668 -1.67116 0.85398
C -0.64769 -0.12594 0.63447
H -0.52991 -2.21877 -0.06401
H -0.84442 0.45987 1.55379
H -0.08573 -2.02949 1.62156
H -1.32790 -0.28110 -1.53480
C 1.08330 1.69626 0.69063
```

Calculated values
* HOMO-LUMO gap: 8.4 eV
* spin multiplicity: 1
* calculated total energy: -25947.5242 eV
* E_HOMO: -8.62 eV
* structure (SMILES): CC(=S)[C@H](C)S



2.
Formula: C2H4FIO
Source: the OMol25 dataset
Level of theory: wB97M-V/def2-TZVPD

The geometry in XYZ format:
```
9
Properties=species:S:1:pos:R:3
H -0.43339 0.34961 -0.51855
H 0.85250 1.12836 0.71791
C 0.35058 0.23157 0.18937
I -1.23827 -3.01434 2.14098
C -0.84845 -1.54991 0.75459
H -1.46382 -1.32078 -0.14339
H 1.25633 -0.19600 -0.46573
O 0.02308 -0.70222 1.14019
F 0.00113 -2.70364 -0.82182
```

Calculated values
* HOMO-LUMO gap (spin up / spin down): 7.0 / 5.5 eV
* spin multiplicity: 3
* calculated total energy: -14997.5322 eV
* E_HOMO (spin up / spin down): -6.44 / -9.83 eV
* ⟨S²⟩: 2.01



3.
Formula: C26H48NdOP2
Source: the OMol25 dataset
Level of theory: wB97M-V/def2-TZVPD

The geometry in XYZ format:
```
78
Properties=species:S:1:pos:R:3
H -4.04360 4.30751 -4.02074
H 1.79043 -3.09988 5.54432
H 2.47071 -1.78993 -0.58457
H -2.30739 -4.83233 0.23534
C 1.82683 -0.11631 4.03472
C 2.12874 1.69633 -0.03305
H 1.18997 1.35389 -6.06242
C -1.84413 -4.03853 0.83940
C -1.12377 -2.36205 4.62290
H 0.00109 -6.12600 0.26956
H -1.25874 2.54804 -5.71415
P -2.78607 2.26544 -3.78267
H -2.14779 -4.17074 1.88683
H -2.19772 1.02825 5.02974
H 0.54346 3.10377 -0.40070
H -3.13917 3.96828 -5.52029
H -2.15943 -2.01557 4.52909
C -0.33191 -4.03000 0.68777
H 1.27114 -1.49564 -2.52509
C -1.84033 0.70477 4.03793
H 2.25693 2.18649 0.94760
C 2.01884 -2.65657 4.56337
H 0.27254 -5.68075 1.95747
C 1.26242 -1.39531 4.34492
H 1.26171 0.24875 -2.41346
C -3.07923 3.97240 -4.42433
C 0.91023 2.28554 3.64056
H 1.82503 3.77425 -4.06096
C 0.75535 0.82295 3.89512
H 1.93073 2.51832 3.31788
C 1.27702 0.92086 -5.05773
H -2.26900 -3.08034 0.49609
H 0.21828 2.63036 2.86000
C -1.31228 1.84964 -4.85470
C -0.45798 -0.72594 -1.49741
C 2.53743 0.24435 0.05443
P 0.27676 1.94130 -3.90296
H 3.48017 1.01809 3.26726
O 0.20584 -3.00465 1.50366
H 2.84912 2.22697 -0.68617
H 0.84816 3.61666 -5.55681
H 0.90600 -0.11348 -5.06292
H -1.00496 -2.78805 5.63239
H -2.57222 -0.02222 3.66086
C -0.47208 0.11779 4.09473
C -0.44629 1.30477 0.07858
H 3.09759 -2.47483 4.52206
H 0.68576 1.87693 -1.65332
H -1.86591 1.58733 3.38496
H -0.97210 1.87693 0.84683
C 3.27712 0.19916 3.96922
H -2.28620 4.65320 -4.09341
H -5.03364 1.67804 -4.48581
C 2.05656 -0.77818 -0.70429
H -1.43690 0.82190 -5.24039
C 0.81558 3.59927 -4.45815
H -1.01135 -0.44487 -2.42074
H -0.96260 -3.17996 3.90218
H 0.13036 4.37667 -4.09307
H 3.86324 -0.66917 3.64057
H 1.76973 -3.41082 3.79640
H -3.97780 1.91091 -5.90407
H 0.71076 2.88090 4.54634
H -0.14005 -3.74843 -0.35934
H 1.44697 -5.23482 0.72749
C -0.98017 0.12165 -0.35717
C 0.38154 -5.33779 0.92539
H -0.73459 -1.78902 -1.34227
H 3.40884 0.06895 0.70760
H 2.32598 0.93835 -4.73392
C -0.16061 -1.25084 4.38311
H 3.67859 0.50601 4.95151
H -3.86908 0.40184 -4.94375
H -1.98586 -0.16997 -0.01522
C 0.70394 2.02197 -0.55548
C 1.06870 -0.66317 -1.82665
C -4.03705 1.48304 -4.89704
Nd 0.51179 -0.96266 1.90900
```

Calculated values
* HOMO-LUMO gap (spin up / spin down): 8.0 / 8.0 eV
* spin multiplicity: 4
* calculated total energy: -63637.7765 eV
* E_HOMO (spin up / spin down): -10.79 / -10.77 eV
* net charge: +1
* ⟨S²⟩: 3.76



4.
Formula: CH15N2O5
Source: the OMol25 dataset
Level of theory: wB97M-V/def2-TZVPD

The geometry in XYZ format:
```
23
Properties=species:S:1:pos:R:3
H -0.39618 0.31031 -1.01266
C -0.90083 -1.72180 -0.64524
H -1.48009 -2.48708 -1.13848
H 2.75899 -0.21909 1.61056
O 1.64930 2.23179 2.93237
O 1.81509 -0.29903 1.48123
H 0.60000 -1.23435 0.69146
H 1.45024 0.29034 2.14120
H -3.82843 1.77517 -0.81737
H 0.51427 -2.89624 0.42957
H 0.57119 2.44708 -0.78704
H 1.83406 3.13323 2.66397
H -2.03260 -0.03963 -1.02082
H 2.48039 -3.01837 -2.82554
H 1.65297 2.16994 3.88774
N -1.09551 -0.41167 -1.04091
H 1.69638 -1.90250 -3.15857
H -4.44558 0.55990 -0.08790
O 1.72260 -2.54210 -2.45898
O -3.74592 0.83131 -0.68053
N 0.10289 -2.01078 0.25562
O -0.21138 2.12614 -0.32912
H -0.71184 2.90743 -0.09056
```

Calculated values
* HOMO-LUMO gap (spin up / spin down): 3.4 / 7.6 eV
* spin multiplicity: 2
* calculated total energy: -14495.5597 eV
* E_HOMO (spin up / spin down): -3.15 / -7.32 eV
* ⟨S²⟩: 0.75



5.
Formula: C2HO4S
Source: the OMol25 dataset
Level of theory: wB97M-V/def2-TZVPD

The geometry in XYZ format:
```
8
Properties=species:S:1:pos:R:3
C 0.11761 0.30626 0.98536
O -0.28202 0.52129 2.07743
C 1.02084 0.36083 0.11309
O -2.21796 -0.16181 -0.29918
O 2.12396 -0.12235 0.73420
S -1.09449 -0.98849 -0.72690
H 0.81669 0.53222 -0.97975
O -0.48463 -0.44795 -1.90427
```

Calculated values
* HOMO-LUMO gap (spin up / spin down): 6.5 / 6.5 eV
* spin multiplicity: 1
* calculated total energy: -21113.3900 eV
* E_HOMO (spin up / spin down): -2.95 / -3.00 eV
* net charge: -1



6.
Formula: C5H10ClN
Source: the OMol25 dataset
Level of theory: wB97M-V/def2-TZVPD

The geometry in XYZ format:
```
17
Properties=species:S:1:pos:R:3
H 1.70959 0.57362 1.64180
Cl -2.33752 -0.68043 0.44483
H -1.60908 0.03793 -1.96897
C 0.55454 -1.92051 -0.48857
C -0.77280 0.28337 0.11217
H -1.04861 1.49392 1.99000
H 2.42679 -0.69142 0.74098
H -1.63744 2.12503 0.43950
H -0.13350 0.68717 -1.91444
H 1.37066 -2.35264 0.10096
N -1.01462 0.85049 -1.58053
H 0.16874 1.99809 0.89432
H 0.75636 -1.96834 -1.54482
C 0.49199 -0.54631 0.13298
C 1.47015 -0.19403 0.91226
H -0.41770 -2.50817 -0.37653
C -0.83473 1.61787 0.95550
```

Calculated values
* HOMO-LUMO gap: 10.6 eV
* spin multiplicity: 1
* calculated total energy: -19357.4715 eV
* E_HOMO: -9.76 eV
* structure (SMILES): C=C(C)[C@@](C)(N)Cl